{"formula": "C42H41BeBrO2P2", "method": "ωB97M-V with the def2-TZVPD basis set", "species": ["Be", "C", "C", "C", "C", "C", "C", "C", "C", "C", "H", "H", "H", "H", "H", "H", "H", "H", "H", "H", "H", "H", "H", "H", "H", "P", "P", "C", "C", "C", "C", "C", "C", "C", "C", "C", "C", "C", "C", "C", "C", "C", "C", "C", "C", "C", "C", "C", "C", "C", "C", "C", "C", "H", "H", "H", "H", "H", "H", "H", "H", "H", "H", "H", "H", "H", "H", "H", "H", "H", "H", "H", "H", "H", "H", "Br", "C", "C", "C", "C", "C", "C", "C", "O", "O", "H", "H", "H", "H"], "positions_angstrom": [[2.0876, -1.3790, -1.1082], [3.6912, -0.7439, -1.5272], [2.6830, 0.2086, -1.5217], [1.9246, 0.5786, -2.7587], [1.2968, -0.6523, -3.4471], [1.1397, -1.7923, -2.4903], [2.0630, -2.7899, -2.2600], [3.4020, -2.7972, -2.9353], [4.1294, -1.4426, -2.7871], [-2.8416, -0.2102, 1.1993], [4.4373, -0.7956, -0.7253], [2.7429, 1.0188, -0.7992], [2.5569, 1.1386, -3.4697], [1.1165, 1.2672, -2.4802], [0.3098, -0.3773, -3.8509], [1.8917, -0.9642, -4.3144], [0.1117, -1.9655, -2.1815], [1.7031, -3.7724, -1.9292], [3.2917, -3.0434, -4.0017], [4.0246, -3.5910, -2.4973], [5.2126, -1.6225, -2.7565], [3.9341, -0.8290, -3.6796], [-2.0054, -0.7883, 1.6061], [-3.7714, -0.7771, 1.3510], [-2.9028, 0.7516, 1.7223], [-0.1438, 2.2409, 1.5757], [-2.6502, 0.1177, -0.5379], [-0.5030, 2.0614, -0.1984], [-1.5436, 1.4690, -0.8915], [0.0997, 4.0311, 1.9061], [0.3020, 4.9749, 0.8824], [0.9989, 6.1594, 1.1644], [1.3754, 6.4688, 2.4744], [0.9814, 5.6285, 3.5239], [0.2758, 4.4586, 3.2466], [1.5273, 1.7080, 2.1284], [2.0486, 0.6564, 1.3654], [3.3314, 0.1687, 1.5669], [4.0988, 0.6789, 2.6227], [3.5390, 1.6310, 3.4873], [2.2355, 2.0978, 3.2819], [-4.2963, 0.3653, -1.2595], [-4.8824, 1.6410, -1.2251], [-6.1808, 1.8200, -1.7057], [-6.8847, 0.7449, -2.2571], [-6.2949, -0.5206, -2.3205], [-5.0188, -0.7165, -1.7964], [-2.1041, -1.3923, -1.3933], [-1.7593, -2.5749, -0.7120], [-1.4723, -3.7425, -1.4310], [-1.5150, -3.7433, -2.8309], [-1.8438, -2.5672, -3.5161], [-2.1266, -1.3987, -2.8034], [0.1637, 2.7077, -0.7959], [-1.7752, 1.8962, -1.8838], [-0.0491, 4.7761, -0.1283], [1.2586, 6.8339, 0.3463], [1.9664, 7.3625, 2.6806], [1.2496, 5.8814, 4.5536], [-0.0841, 3.8401, 4.0698], [1.4149, 0.2369, 0.5904], [3.7726, -0.5690, 0.9003], [5.1175, 0.3092, 2.7609], [4.1331, 2.0091, 4.3285], [1.7695, 2.7315, 4.0384], [-4.3080, 2.4765, -0.8197], [-6.6351, 2.8086, -1.6451], [-7.8953, 0.8976, -2.6342], [-6.8293, -1.3544, -2.7762], [-4.5895, -1.7210, -1.8299], [-1.7261, -2.6020, 0.3796], [-1.2108, -4.6594, -0.8914], [-1.2703, -4.6505, -3.3914], [-1.8630, -2.5504, -4.6094], [-2.3919, -0.4846, -3.3432], [1.3508, -5.2356, 2.7170], [0.6964, -3.5508, 3.2217], [-0.0449, -3.4065, 4.4079], [-0.6088, -2.1634, 4.7462], [-0.4959, -1.0776, 3.8723], [0.1611, -1.2723, 2.6592], [0.9151, -2.4212, 2.3956], [1.8228, -2.4697, 1.2004], [2.9491, -2.9495, 1.2427], [1.2923, -1.8563, 0.1409], [-0.1419, -4.2547, 5.0883], [-1.1297, -2.0301, 5.6973], [-0.9013, -0.0850, 4.1103], [0.0935, -0.4993, 1.8960]], "atomic_forces_ev_per_a": [[0.12, -1.00, 1.43], [1.80, -1.73, 0.42], [-1.30, 1.58, -0.22], [-0.09, 0.36, -1.14], [0.31, 0.64, -0.76], [-2.13, 0.77, -0.58], [1.00, -0.53, -0.38], [0.80, -0.06, -0.56], [0.07, -0.71, -0.76], [-0.25, -0.04, 0.53], [-0.30, 0.36, -0.41], [0.06, -0.21, -0.09], [-0.05, 0.14, -0.18], [0.06, -0.07, 0.04], [0.12, -0.05, -0.03], [-0.04, 0.13, -0.02], [0.68, -0.08, -0.06], [0.10, 0.47, 0.35], [0.12, -0.20, -0.21], [-0.19, 0.22, -0.02], [-0.14, 0.12, -0.12], [0.18, -0.02, 0.24], [-0.09, 0.23, -0.11], [0.25, 0.15, -0.11], [0.03, -0.23, -0.02], [-1.37, -0.43, 3.01], [-0.02, -1.41, -0.28], [-0.25, -0.08, -1.63], [1.27, 1.65, 0.66], [-0.34, 0.91, -0.57], [0.60, 0.05, 0.60], [-0.38, 0.00, 0.08], [0.00, -0.31, -0.05], [-0.19, 0.24, -0.35], [0.26, -0.34, -0.47], [0.54, -1.10, -0.53], [-0.04, 0.72, 0.06], [0.57, 0.26, 0.68], [-0.42, 0.14, -0.26], [-0.02, -0.33, -0.07], [-0.13, 0.25, -0.18], [-0.29, 0.57, -0.09], [0.01, -0.37, -0.06], [0.10, -0.03, 0.03], [0.25, 0.08, 0.12], [0.04, 0.32, 0.19], [0.09, -0.08, -0.01], [0.26, -0.39, -0.22], [-0.18, 0.17, -0.04], [-0.12, 0.02, -0.18], [-0.13, 0.22, 0.29], [-0.05, 0.18, 0.21], [-0.13, -0.13, 0.07], [-0.67, -0.14, -0.18], [0.60, -0.57, 0.19], [0.39, -0.05, 0.10], [-0.15, -0.14, 0.26], [-0.20, -0.26, -0.08], [-0.27, -0.06, -0.34], [0.25, -0.01, -0.25], [0.44, 0.13, -0.06], [-0.42, 0.10, 0.42], [-0.32, 0.21, 0.05], [-0.41, -0.22, -0.26], [0.39, 0.03, -0.43], [-0.27, -0.12, -0.10], [0.07, -0.27, -0.08], [0.26, -0.03, 0.05], [0.15, 0.21, 0.20], [-0.07, 0.42, 0.03], [0.09, 0.01, -0.36], [-0.07, 0.45, -0.20], [-0.11, 0.35, 0.25], [0.03, 0.01, 0.42], [0.10, -0.32, 0.10], [0.07, -0.22, 0.15], [-0.11, 1.50, 0.49], [0.05, 0.19, -0.18], [0.37, 0.02, -0.04], [-0.13, -0.48, -0.09], [0.22, 0.13, 0.20], [-1.06, -1.15, 0.29], [0.20, 0.78, -2.12], [-0.97, 0.22, 0.40], [0.00, -0.92, 3.22], [-0.08, 0.22, -0.30], [0.20, -0.19, -0.26], [-0.04, -0.55, -0.12], [0.39, -0.27, 0.37]], "e_homo_ev": -4.336, "orbital_gap_ev": 3.167, "energy_ha": -5046.83334, "total_charge": 0}

{"formula": "CH2N4O", "method": "ωB97M-V with the def2-TZVPD basis set", "species": ["N", "C", "N", "N", "N", "O", "H", "H"], "positions_angstrom": [[0.2706, 1.0807, 0.9672], [0.0899, 0.0919, -0.0251], [0.7145, -0.1229, -1.0549], [-0.1955, -0.8654, -1.8991], [-1.2989, -1.1032, -1.2012], [-0.9787, -0.8104, 0.0386], [1.3943, 1.2945, 1.2859], [0.0038, 0.4349, 1.8886]], "atomic_forces_ev_per_a": [[2.46, -3.34, 4.66], [-0.81, -0.62, 3.02], [0.84, -0.46, -5.04], [-2.21, 0.53, 1.82], [4.73, -1.19, -2.97], [-1.49, 3.42, 2.99], [-3.87, -0.92, -2.02], [0.36, 2.59, -2.47]], "smiles": "Nc1nnno1", "e_homo_ev": -10.753, "orbital_gap_ev": 10.922, "energy_ha": -333.43060, "total_charge": 0}

{"formula": "H4O2", "method": "ωB97M-V with the def2-TZVPD basis set", "species": ["O", "H", "H", "O", "H", "H"], "positions_angstrom": [[0.2557, -1.6075, -0.3611], [0.7726, -1.6613, 0.4428], [0.0007, -0.6869, -0.4213], [-0.4693, 0.9672, -0.0013], [-0.0759, 1.2032, 0.8388], [-0.4837, 1.7854, -0.4979]], "atomic_forces_ev_per_a": [[0.17, -0.76, -0.14], [0.12, -0.10, 0.12], [-0.17, 0.43, -0.05], [-0.16, 0.23, 0.02], [0.08, 0.02, 0.30], [-0.04, 0.18, -0.25]], "smiles": "O.O", "e_homo_ev": -10.741, "orbital_gap_ev": 11.287, "energy_ha": -152.87111, "total_charge": 0}

{"formula": "C4H33N2O11", "method": "ωB97M-V with the def2-TZVPD basis set", "species": ["C", "C", "C", "C", "N", "N", "H", "H", "H", "H", "H", "H", "H", "H", "H", "H", "H", "H", "H", "O", "H", "H", "O", "H", "H", "O", "H", "H", "O", "H", "H", "O", "H", "H", "O", "H", "H", "O", "H", "H", "O", "H", "H", "O", "H", "H", "O", "H", "H", "O"], "positions_angstrom": [[1.9837, 1.2326, 1.8137], [1.5946, 2.7064, 1.8097], [0.5467, 3.0182, 0.7903], [0.8481, 3.4357, -0.4535], [-0.0410, 3.7492, -1.4482], [-0.8259, 2.7733, 1.2208], [2.3188, 0.8788, 0.8273], [1.1175, 0.6073, 2.0828], [2.7728, 1.0174, 2.5588], [1.2680, 3.0032, 2.8418], [2.4969, 3.3104, 1.6356], [1.8798, 3.5926, -0.7128], [-0.9953, 3.4161, -1.3955], [0.2881, 3.9762, -2.3722], [-1.4792, 2.4580, 0.4295], [-0.9024, 2.0020, 1.9174], [-1.2064, 3.6066, 1.6749], [-4.5188, -0.3388, 0.9003], [-3.0622, -0.8395, 0.4733], [-3.6025, -0.0747, 0.7644], [3.5914, -1.8054, -1.7572], [2.3397, -0.9052, -1.7400], [2.6341, -1.8456, -1.6547], [-1.0766, -0.1739, 2.6071], [-2.4699, 0.3236, 2.0160], [-1.6920, 0.5646, 2.5684], [1.7509, 0.8682, -2.8697], [0.8418, 0.4559, -1.6820], [1.7676, 0.7010, -1.9189], [-0.6820, -0.7683, -2.4189], [-1.0334, -0.8010, -0.8669], [-0.7631, -0.1978, -1.6080], [-0.7669, -4.9910, -1.0064], [0.2967, -3.9236, -0.5072], [-0.5781, -4.0485, -0.9657], [-1.1326, -2.0435, 1.0094], [-1.6008, -2.8086, -0.2455], [-1.7704, -1.9827, 0.2633], [0.7820, -2.1817, -3.2362], [-0.4061, -2.9881, -2.7239], [-0.1864, -2.2100, -3.2519], [-3.1416, 1.4635, -0.5480], [-1.8224, 1.1853, -1.2859], [-2.3444, 1.9147, -0.8694], [0.8198, -2.4486, 1.6027], [0.0358, -2.7000, 2.9564], [0.1064, -2.1134, 2.1947], [2.0000, -2.7429, -0.3604], [2.3577, -3.9774, 0.5898], [1.6612, -3.3504, 0.3504]], "atomic_forces_ev_per_a": [[0.02, -0.75, 0.38], [0.42, 0.23, 0.76], [0.91, 0.16, -0.48], [-0.97, 0.03, 0.26], [-0.24, -0.11, -0.02], [-0.52, 0.11, -0.26], [0.00, 0.32, 0.23], [0.21, 0.10, -0.02], [-0.34, 0.13, -0.36], [0.08, -0.20, -0.79], [-0.32, -0.08, -0.14], [0.25, 0.01, 0.13], [0.18, 0.14, -0.12], [0.06, -0.08, 0.24], [0.41, 0.31, 0.40], [-0.05, -0.09, -0.15], [-0.13, -0.02, -0.13], [0.18, -0.22, -0.03], [-0.37, -0.29, 0.02], [-0.09, 0.40, -0.12], [-0.01, -0.13, 0.00], [0.08, 0.05, 0.07], [-0.08, 0.08, -0.06], [-0.11, -0.30, -0.06], [0.27, -0.15, 0.23], [0.06, 0.36, 0.09], [-0.01, 0.09, 0.11], [0.01, 0.21, -0.07], [0.02, -0.21, -0.10], [-0.17, -0.04, 0.67], [0.11, 0.14, -0.58], [-0.14, -0.05, 0.11], [0.05, -0.02, 0.04], [-0.59, -0.33, -0.19], [0.39, 0.07, -0.07], [-0.22, -0.02, 0.12], [-0.16, 0.21, 0.16], [0.24, -0.08, -0.21], [-0.12, -0.10, -0.05], [-0.09, -0.18, 0.19], [0.36, 0.13, -0.27], [0.04, 0.03, 0.08], [-0.09, 0.19, 0.04], [0.05, -0.29, -0.17], [-0.20, -0.13, 0.48], [0.12, -0.02, -0.15], [0.05, 0.27, -0.05], [0.44, -0.21, 0.11], [-0.06, 0.26, -0.17], [0.04, 0.06, -0.09]], "e_homo_ev": -10.935, "orbital_gap_ev": 8.527, "energy_ha": -1109.23750, "total_charge": 1}